1.
{"formula": "C54H54AsCl2N4NaO6P2", "method": "the ωB97M-V functional and the def2-TZVPD basis", "energy_ha": -6761.9430, "e_above_lowest_ev": 1.342, "homo_lumo_gap_ha": 0.286, "e_homo_ev": -7.679, "species": ["Na", "C", "O", "C", "C", "C", "C", "C", "C", "C", "N", "C", "C", "N", "C", "C", "C", "C", "N", "C", "C", "N", "C", "C", "C", "C", "H", "H", "H", "H", "H", "H", "H", "H", "H", "H", "H", "H", "H", "H", "C", "C", "O", "P", "O", "C", "C", "O", "C", "C", "H", "H", "H", "H", "H", "H", "H", "H", "H", "H", "H", "H", "H", "H", "H", "C", "C", "As", "C", "C", "C", "C", "C", "C", "C", "C", "C", "C", "C", "C", "P", "C", "C", "C", "C", "C", "C", "C", "C", "C", "C", "C", "C", "H", "H", "H", "H", "H", "H", "H", "H", "H", "H", "H", "H", "H", "H", "H", "H", "H", "H", "H", "H", "H", "H", "H", "H", "Cl", "C", "Cl", "C", "O", "O", "H"], "positions_angstrom": [[1.0089, -0.3104, 0.0560], [2.2771, 6.3627, 12.2132], [1.7258, 5.0981, 11.9380], [1.6981, 4.6676, 10.6511], [1.1816, 3.3832, 10.4482], [1.1310, 2.8425, 9.1876], [1.5834, 3.5661, 8.0773], [2.0845, 4.8491, 8.2830], [2.1404, 5.3981, 9.5521], [1.5093, 2.9410, 6.7748], [1.0546, 1.7234, 6.5751], [1.1804, 1.4855, 5.2455], [1.7258, 2.6022, 4.6086], [1.9220, 3.5219, 5.6018], [1.9919, 2.6355, 3.2175], [2.5984, 3.6993, 2.5369], [2.8026, 3.5970, 1.1808], [2.3727, 2.4382, 0.5295], [1.7989, 1.4363, 1.1472], [1.6176, 1.4904, 2.4649], [1.0338, 0.3363, 3.1122], [0.7049, -0.7042, 2.3463], [0.2299, -1.7863, 2.9111], [0.0087, -1.9104, 4.2862], [0.3108, -0.8422, 5.0964], [0.8369, 0.3161, 4.5115], [2.2270, 6.4774, 13.2942], [1.6999, 7.1585, 11.7326], [3.3236, 6.4235, 11.8986], [0.8204, 2.8392, 11.3066], [0.7493, 1.8476, 9.0217], [2.4474, 5.4412, 7.4541], [2.5197, 6.4015, 9.6685], [2.2929, 4.4499, 5.4933], [2.8997, 4.5852, 3.0789], [3.2808, 4.3906, 0.6269], [2.4930, 2.3171, -0.5368], [0.0269, -2.6022, 2.2332], [-0.4037, -2.8218, 4.6908], [0.1598, -0.8564, 6.1655], [-4.8374, 0.7436, -1.4594], [-3.5634, 1.5645, -1.5806], [-2.9207, 1.6394, -0.3243], [-1.3637, 1.1284, -0.1034], [-0.5722, 2.5157, 0.0624], [-1.0294, 3.5576, 0.9203], [-1.7223, 4.6601, 0.1367], [-1.5571, 0.7754, 1.4664], [-2.5620, -0.1420, 1.8731], [-3.4415, 0.5324, 2.9146], [-5.4051, 0.8249, -2.3805], [-5.4421, 1.1274, -0.6411], [-4.6004, -0.3020, -1.2732], [-3.8026, 2.5856, -1.8976], [-2.8926, 1.1222, -2.3241], [-0.1437, 3.9489, 1.4283], [-1.7080, 3.1445, 1.6672], [-1.0563, 5.0480, -0.6298], [-1.9975, 5.4671, 0.8113], [-2.6234, 4.2727, -0.3320], [-2.0690, -1.0256, 2.2896], [-3.1696, -0.4443, 1.0151], [-2.8393, 0.8039, 3.7778], [-4.2448, -0.1305, 3.2246], [-3.8640, 1.4405, 2.4902], [0.8662, -1.3148, -4.1333], [-0.3675, -0.6337, -4.7055], [-0.0275, -0.1922, -6.6184], [0.4526, -2.0305, -7.1374], [1.7029, -2.2897, -7.6844], [2.0828, -3.5834, -7.9986], [1.2128, -4.6337, -7.7640], [-0.0408, -4.3861, -7.2283], [-0.4179, -3.0925, -6.9232], [-1.8583, -0.3069, -7.3250], [-2.9883, 0.0562, -6.6052], [-4.2451, -0.0255, -7.1803], [-4.3868, -0.4664, -8.4846], [-3.2652, -0.8167, -9.2186], [-2.0134, -0.7285, -8.6429], [0.6933, -1.7309, -2.3177], [1.8438, -3.1416, -2.2785], [3.1583, -2.9750, -2.7008], [4.0866, -3.9806, -2.5007], [3.7116, -5.1622, -1.8820], [2.4050, -5.3300, -1.4528], [1.4792, -4.3242, -1.6440], [-0.8942, -2.6593, -2.3850], [-1.1972, -3.5949, -3.3723], [-2.4339, -4.2138, -3.3898], [-3.3836, -3.9092, -2.4276], [-3.0780, -3.0106, -1.4193], [-1.8384, -2.3932, -1.4007], [1.7228, -0.6331, -4.2067], [1.1136, -2.2175, -4.7056], [-0.5745, 0.2856, -4.1450], [-1.2402, -1.2888, -4.6264], [2.3842, -1.4633, -7.8584], [3.0571, -3.7726, -8.4244], [1.5080, -5.6445, -7.9983], [-0.7252, -5.2026, -7.0477], [-1.4011, -2.8994, -6.5093], [-2.8852, 0.4053, -5.5838], [-5.1174, 0.2574, -6.6087], [-5.3671, -0.5364, -8.9303], [-3.3661, -1.1563, -10.2391], [-1.1309, -1.0007, -9.2135], [3.4625, -2.0342, -3.1398], [5.1149, -3.8301, -2.8021], [4.4394, -5.9424, -1.7193], [2.1177, -6.2333, -0.9340], [0.4752, -4.4333, -1.2566], [-0.4604, -3.8497, -4.1208], [-2.6689, -4.9398, -4.1542], [-4.3550, -4.3798, -2.4630], [-3.8066, -2.7935, -0.6490], [-1.5784, -1.7044, -0.6042], [4.0343, -1.1248, 2.3664], [4.0011, -2.1809, 0.9598], [3.7877, -3.8435, 1.4480], [2.8189, -1.6801, 0.1024], [1.7239, -2.2232, 0.2748], [3.0655, -0.7269, -0.6410], [4.9532, -2.0904, 0.4386]], "lowdin_charge": [0.048, -0.087, -0.078, -0.274, 0.010, -0.012, -0.159, -0.025, -0.019, -0.264, 0.188, -0.167, -0.126, 0.185, -0.072, -0.007, -0.035, -0.106, 0.098, -0.146, -0.168, 0.101, -0.127, -0.028, 0.013, -0.070, 0.094, 0.096, 0.097, 0.120, 0.111, 0.104, 0.103, 0.148, 0.111, 0.107, 0.125, 0.119, 0.107, 0.116, -0.062, -0.309, -0.305, 0.900, -0.303, -0.270, -0.058, -0.309, -0.288, -0.050, 0.075, 0.080, 0.058, 0.114, 0.099, 0.109, 0.110, 0.080, 0.078, 0.062, 0.101, 0.097, 0.077, 0.078, 0.075, -0.425, -0.451, 1.298, -0.435, -0.126, -0.088, -0.087, -0.083, -0.129, -0.428, -0.118, -0.094, -0.097, -0.088, -0.133, 1.132, -0.368, -0.098, -0.084, -0.109, -0.098, -0.093, -0.370, -0.097, -0.074, -0.086, -0.090, -0.100, 0.076, 0.064, 0.059, 0.050, 0.092, 0.101, 0.101, 0.103, 0.104, 0.090, 0.099, 0.098, 0.102, 0.101, 0.107, 0.102, 0.099, 0.103, 0.108, 0.104, 0.103, 0.101, 0.097, 0.061, 0.660, -0.998, 0.644, -0.871, -0.133, -0.043, 0.069]}

2.
{"formula": "C54H54F8O3", "method": "the ωB97M-V functional and the def2-TZVPD basis", "energy_ha": -3114.5647, "smiles": "COCCOCCOC.Fc1ccccc1.Fc1ccccc1.Fc1ccccc1.Fc1ccccc1.Fc1ccccc1.Fc1ccccc1.Fc1ccccc1.Fc1ccccc1", "homo_lumo_gap_ha": 0.345, "e_homo_ev": -8.878, "species": ["C", "O", "C", "C", "O", "C", "C", "O", "C", "H", "H", "H", "H", "H", "H", "H", "H", "H", "H", "H", "H", "H", "H", "F", "C", "C", "C", "C", "C", "C", "H", "H", "H", "H", "H", "F", "C", "C", "C", "C", "C", "C", "H", "H", "H", "H", "H", "F", "C", "C", "C", "C", "C", "C", "H", "H", "H", "H", "H", "F", "C", "C", "C", "C", "C", "C", "H", "H", "H", "H", "H", "F", "C", "C", "C", "C", "C", "C", "H", "H", "H", "H", "H", "F", "C", "C", "C", "C", "C", "C", "H", "H", "H", "H", "H", "F", "C", "C", "C", "C", "C", "C", "H", "H", "H", "H", "H", "F", "C", "C", "C", "C", "C", "C", "H", "H", "H", "H", "H"], "positions_angstrom": [[1.2594, 2.1986, 0.9297], [1.9141, 3.4539, 1.1314], [2.6004, 3.4221, 2.3540], [2.7953, 4.8945, 2.8111], [1.4744, 5.4360, 2.9135], [1.3942, 6.8199, 3.2412], [-0.0668, 7.0940, 3.3935], [-0.2154, 8.4652, 3.6099], [-1.5820, 8.9197, 3.9428], [1.9896, 1.3662, 0.8235], [0.7701, 2.2854, -0.0654], [0.5742, 2.0293, 1.7829], [3.5468, 2.8560, 2.2649], [2.0385, 2.9110, 3.1599], [3.4846, 5.3639, 2.0953], [3.1846, 4.9726, 3.8267], [1.8321, 7.4337, 2.3973], [2.0442, 6.9977, 4.1085], [-0.4803, 6.5695, 4.2570], [-0.5994, 6.6909, 2.5376], [-2.2377, 8.7572, 3.1186], [-1.4815, 10.0050, 4.2611], [-1.9778, 8.4684, 4.8724], [-3.0004, -4.1661, 0.9894], [-3.3036, -5.3985, 0.4616], [-4.5952, -5.7440, 0.1889], [-4.8131, -7.0300, -0.2934], [-3.7554, -7.8039, -0.7859], [-2.4849, -7.4364, -0.5409], [-2.2295, -6.2001, 0.0716], [-5.4239, -5.1107, 0.4788], [-5.8147, -7.3198, -0.5030], [-3.8779, -8.7389, -1.3072], [-1.6224, -8.0439, -0.7888], [-1.2592, -5.8827, 0.3689], [3.4807, -2.8157, 1.5821], [3.3228, -3.6546, 0.4979], [4.3231, -3.6092, -0.4297], [4.1360, -4.4504, -1.5209], [3.0808, -5.3794, -1.6364], [2.2478, -5.4649, -0.5549], [2.3682, -4.5878, 0.5401], [5.1210, -2.9471, -0.4453], [4.8587, -4.3592, -2.3451], [2.9646, -6.0799, -2.4574], [1.4530, -6.2250, -0.5310], [1.6011, -4.6397, 1.3153], [2.7547, 0.2915, 5.0020], [1.6504, 0.0973, 4.3072], [0.5370, 0.7440, 4.6677], [-0.6431, 0.4894, 3.9093], [-0.6505, -0.4412, 2.9428], [0.5279, -1.2576, 2.7318], [1.6963, -0.9725, 3.3823], [0.5696, 1.5043, 5.4239], [-1.4643, 1.0776, 4.1225], [-1.5743, -0.7036, 2.3616], [0.4031, -2.0767, 1.9872], [2.5238, -1.5724, 3.3535], [-4.7590, -0.5180, 1.1848], [-4.3179, 0.7544, 1.3230], [-3.1304, 1.0777, 0.6607], [-2.5836, 2.3788, 0.7941], [-3.1523, 3.2682, 1.6988], [-4.3890, 2.9250, 2.3072], [-4.9354, 1.6371, 2.1956], [-2.6393, 0.2475, 0.0583], [-1.7477, 2.6044, 0.2052], [-2.8361, 4.2869, 1.8484], [-4.8051, 3.7175, 2.9816], [-5.8713, 1.4502, 2.6777], [-5.8116, 0.7477, -3.5311], [-5.4517, -0.5444, -3.6822], [-5.0337, -1.2937, -2.5561], [-4.6601, -2.6163, -2.7176], [-4.6220, -3.2012, -3.9652], [-5.0127, -2.4229, -5.1261], [-5.3697, -1.0970, -5.0026], [-5.0497, -0.7534, -1.5847], [-4.3786, -3.1617, -1.8274], [-4.4010, -4.2332, -4.1544], [-5.0400, -2.8858, -6.1246], [-5.6853, -0.4802, -5.8567], [5.9340, 3.8462, 0.2435], [6.3474, 2.6256, 0.3622], [5.3367, 1.7105, -0.0861], [5.6558, 0.3873, -0.2688], [6.9871, -0.0249, 0.0826], [7.9223, 0.8788, 0.5700], [7.6270, 2.2425, 0.6077], [4.4170, 2.1377, -0.4707], [4.8280, -0.2561, -0.6163], [7.4122, -1.0295, -0.0471], [8.9466, 0.5662, 0.8129], [8.4298, 2.9834, 0.7222], [-1.3296, 2.6742, -1.9044], [-0.9683, 1.8382, -2.8969], [0.3500, 1.7223, -3.2436], [0.7322, 1.0157, -4.3584], [-0.2466, 0.3693, -5.1461], [-1.6177, 0.4298, -4.7260], [-1.9916, 1.2185, -3.6214], [1.0296, 2.2267, -2.6083], [1.7494, 1.0410, -4.6123], [0.0600, -0.1858, -5.9965], [-2.4451, 0.0015, -5.2684], [-3.0052, 1.4033, -3.2694], [2.8301, -0.7711, -1.0019], [1.7294, -1.3273, -1.6435], [2.0134, -2.2526, -2.6004], [0.8601, -2.8676, -3.1760], [-0.4226, -2.5681, -2.8526], [-0.6897, -1.6048, -1.8325], [0.4208, -0.9664, -1.2907], [3.0464, -2.3903, -2.8477], [1.0488, -3.6826, -3.9100], [-1.2407, -3.1645, -3.2364], [-1.6684, -1.3640, -1.5297], [0.2243, -0.2537, -0.4593]], "lowdin_charge": [-0.089, -0.180, -0.215, -0.161, -0.162, -0.190, -0.245, -0.196, -0.065, 0.085, 0.076, 0.085, 0.124, 0.112, 0.127, 0.121, 0.147, 0.127, 0.126, 0.126, 0.067, 0.102, 0.082, 0.029, -0.269, -0.025, -0.063, -0.106, -0.096, -0.002, 0.122, 0.096, 0.104, 0.108, 0.095, 0.034, -0.284, -0.012, -0.088, -0.093, -0.083, -0.013, 0.095, 0.114, 0.107, 0.106, 0.124, 0.081, -0.323, -0.011, -0.091, -0.098, -0.060, 0.000, 0.119, 0.082, 0.109, 0.107, 0.073, 0.038, -0.292, -0.016, -0.069, -0.076, -0.077, -0.020, 0.122, 0.057, 0.093, 0.116, 0.106, 0.048, -0.260, -0.018, -0.105, -0.078, -0.080, -0.035, 0.117, 0.097, 0.090, 0.106, 0.119, 0.096, -0.326, -0.013, -0.065, -0.089, -0.102, -0.033, 0.114, 0.082, 0.095, 0.109, 0.124, 0.046, -0.290, -0.041, -0.068, -0.053, -0.053, -0.006, 0.108, 0.093, 0.085, 0.088, 0.112, 0.005, -0.249, -0.013, -0.086, -0.089, -0.049, -0.021, 0.108, 0.117, 0.098, 0.075, 0.115]}

3.
{"formula": "C54H55CoGeN3O3P2", "method": "the ωB97M-V functional and the def2-TZVPD basis", "spin_multiplicity": 2, "energy_ha": -6623.1509, "e_above_lowest_ev": 0.703, "homo_lumo_gap_ha": [0.294, 0.311], "e_homo_ev": [-8.083, -8.065], "species": ["Co", "C", "C", "P", "C", "C", "C", "C", "C", "C", "C", "C", "C", "C", "C", "C", "C", "P", "C", "C", "C", "C", "C", "C", "C", "C", "C", "C", "C", "C", "H", "H", "H", "H", "H", "H", "H", "H", "H", "H", "H", "H", "H", "H", "H", "H", "H", "H", "H", "H", "H", "H", "H", "H", "H", "H", "C", "C", "O", "C", "C", "H", "H", "H", "H", "H", "H", "H", "H", "H", "H", "O", "C", "O", "C", "C", "Ge", "C", "C", "C", "C", "C", "C", "C", "C", "C", "C", "C", "C", "C", "C", "C", "C", "C", "C", "H", "H", "H", "H", "H", "H", "H", "H", "H", "H", "H", "H", "H", "H", "H", "H", "H", "H", "H", "N", "C", "N", "C", "N"], "positions_angstrom": [[-1.2606, -1.0527, 0.6254], [1.4956, -1.5989, -1.7105], [0.1700, -0.9911, -2.2097], [-1.3596, -1.8512, -1.6555], [-1.3106, -3.3944, -2.6542], [-1.4536, -4.6621, -2.1101], [-1.4028, -5.7975, -2.9106], [-1.2214, -5.6698, -4.2763], [-1.1168, -4.4041, -4.8403], [-1.1702, -3.2776, -4.0395], [-2.6945, -1.0089, -2.5689], [-2.4989, 0.1526, -3.3045], [-3.5641, 0.7406, -3.9737], [-4.8243, 0.1669, -3.9215], [-5.0241, -0.9945, -3.1858], [-3.9653, -1.5760, -2.5104], [1.8807, -1.2375, -0.2634], [0.8945, -2.1661, 0.9774], [1.8324, -3.7468, 0.9039], [3.0506, -3.8477, 1.5782], [3.8413, -4.9762, 1.4361], [3.4307, -6.0239, 0.6232], [2.2193, -5.9367, -0.0412], [1.4284, -4.8051, 0.1073], [1.3637, -1.5656, 2.6279], [0.5423, -1.9850, 3.6736], [0.8160, -1.6185, 4.9783], [1.9127, -0.8120, 5.2493], [2.7238, -0.3755, 4.2140], [2.4524, -0.7460, 2.9015], [2.2894, -1.2071, -2.3521], [1.5008, -2.6839, -1.8667], [0.1664, -0.9876, -3.3022], [0.0881, 0.0437, -1.8700], [-1.6625, -4.7698, -1.0572], [-1.5150, -6.7767, -2.4631], [-1.1815, -6.5490, -4.9054], [-1.0067, -4.2944, -5.9111], [-1.1105, -2.2978, -4.4969], [-1.5315, 0.6359, -3.3297], [-3.4073, 1.6607, -4.5211], [-5.6519, 0.6285, -4.4431], [-6.0078, -1.4424, -3.1345], [-4.1310, -2.4703, -1.9190], [1.7115, -0.1776, -0.0901], [2.9393, -1.4544, -0.0937], [3.3834, -3.0475, 2.2261], [4.7822, -5.0372, 1.9667], [4.0531, -6.9020, 0.5116], [1.8826, -6.7466, -0.6756], [0.5003, -4.7458, -0.4183], [-0.3307, -2.5912, 3.4574], [0.1665, -1.9436, 5.7802], [2.1270, -0.5137, 6.2673], [3.5732, 0.2558, 4.4216], [3.0853, -0.3786, 2.1024], [-2.4281, -4.4526, 1.3275], [-3.0935, -3.4913, 2.2791], [-2.9258, -2.1598, 1.8147], [-3.8303, -1.2484, 2.4635], [-3.5479, -1.0841, 3.9449], [-2.5755, -5.4773, 1.6690], [-1.3548, -4.2617, 1.2603], [-2.8686, -4.3509, 0.3349], [-2.6808, -3.5908, 3.2898], [-4.1677, -3.7094, 2.3404], [-4.8505, -1.6129, 2.2935], [-3.7114, -0.3048, 1.9425], [-3.7704, -1.9872, 4.5147], [-4.1742, -0.2828, 4.3396], [-2.5049, -0.8070, 4.0910], [0.0797, 0.9192, 0.6046], [-0.4210, 1.0195, 1.7443], [-1.1202, 0.0695, 2.2268], [-0.2404, 2.2696, 2.5661], [-0.2079, 3.5503, 1.7251], [1.1077, 3.7195, 0.2695], [1.5659, 5.6442, 0.2043], [1.7520, 6.3040, -1.0093], [2.1619, 7.6303, -1.0520], [2.3926, 8.3255, 0.1251], [2.2117, 7.6874, 1.3437], [1.8043, 6.3617, 1.3766], [0.3649, 3.3772, -1.5021], [-0.7829, 4.1005, -1.8317], [-1.3743, 3.9859, -3.0799], [-0.8164, 3.1486, -4.0345], [0.3248, 2.4237, -3.7281], [0.9050, 2.5348, -2.4692], [2.8457, 2.9315, 0.7274], [3.7417, 2.3980, -0.1995], [5.0309, 2.0357, 0.1685], [5.4621, 2.2251, 1.4729], [4.5934, 2.7737, 2.4041], [3.3000, 3.1117, 2.0343], [0.6818, 2.1308, 3.1392], [-1.0632, 2.3042, 3.2814], [-0.0717, 4.4144, 2.3765], [-1.1820, 3.6669, 1.2416], [1.5713, 5.7802, -1.9408], [2.2975, 8.1221, -2.0072], [2.7095, 9.3601, 0.0944], [2.3860, 8.2232, 2.2685], [1.6717, 5.8860, 2.3426], [-1.2302, 4.7682, -1.1036], [-2.2759, 4.5423, -3.3000], [-1.2686, 3.0632, -5.0151], [0.7666, 1.7683, -4.4694], [1.7846, 1.9450, -2.2522], [3.4480, 2.2704, -1.2315], [5.7068, 1.6241, -0.5709], [6.4726, 1.9616, 1.7575], [4.9257, 2.9435, 3.4208], [2.6401, 3.5388, 2.7815], [-5.1847, 3.8232, -0.7578], [-4.2576, 3.1366, -0.6642], [-3.1442, 2.4586, -0.5680], [-2.9044, 1.2513, -0.3121], [-2.5765, 0.1444, -0.1079]], "lowdin_charge": [0.308, -0.253, -0.327, 1.075, -0.330, -0.110, -0.074, -0.079, -0.069, -0.079, -0.384, -0.088, -0.066, -0.075, -0.074, -0.095, -0.320, 1.081, -0.324, -0.075, -0.072, -0.082, -0.072, -0.098, -0.375, -0.097, -0.069, -0.077, -0.074, -0.085, 0.111, 0.096, 0.079, 0.062, 0.057, 0.106, 0.105, 0.107, 0.105, 0.075, 0.098, 0.104, 0.104, 0.107, 0.056, 0.092, 0.099, 0.106, 0.104, 0.105, 0.064, 0.097, 0.106, 0.104, 0.099, 0.106, -0.070, -0.271, -0.236, -0.246, -0.066, 0.089, 0.047, 0.061, 0.114, 0.127, 0.123, 0.089, 0.069, 0.084, 0.064, -0.047, -0.622, -0.077, -0.140, -0.229, 1.024, -0.253, -0.102, -0.090, -0.098, -0.093, -0.116, -0.267, -0.122, -0.077, -0.109, -0.109, -0.114, -0.246, -0.101, -0.090, -0.097, -0.095, -0.117, 0.108, 0.120, 0.061, 0.068, 0.094, 0.100, 0.099, 0.099, 0.086, 0.107, 0.109, 0.102, 0.104, 0.077, 0.078, 0.100, 0.099, 0.102, 0.095, 0.085, -0.400, 0.107, -0.275, 0.083]}